(1)
This record from the Open Molecules 2025 dataset describes a molecular structure, C15H19N9O6Tc. The level of theory is ωB97M-V/def2-TZVPD.

Values from the calculation:
- Max |F|: 0.379 hartree/bohr
- Spin multiplicity: 2
- <S²>: 0.820
- Total charge: 0
- E_HOMO (alpha / beta): -5.6 / -5.1 eV
- LUMO (alpha / beta): -0.2 / -0.3 eV

Geometry (Å):
Tc1 0.421 -0.294 0.227
O1 5.825 1.078 -0.448
C1 4.501 0.742 -0.267
C2 3.989 0.630 1.067
C3 2.676 0.295 1.176
N1 2.098 0.131 0.020
C4 2.417 0.195 -1.242
C5 3.721 0.526 -1.443
C6 1.184 -0.133 -2.133
O2 1.378 -0.101 -3.399
O3 0.044 -0.416 -1.543
C7 1.677 0.057 2.342
O4 2.157 0.196 3.522
O5 0.437 -0.265 2.053
H1 6.197 1.185 0.441
H2 4.581 0.794 1.954
H3 4.131 0.616 -2.438
C8 -3.434 -3.745 1.553
N2 -2.544 -3.276 0.488
C9 -1.922 -4.365 -0.262
C10 -1.823 -2.110 0.676
N3 -0.598 -1.916 0.348
N4 -2.529 -1.060 1.241
C11 -2.123 0.238 1.450
N5 -3.102 1.060 1.898
N6 -0.926 0.620 1.234
H4 -3.955 -4.664 1.261
H5 -4.210 -3.009 1.781
H6 -2.864 -3.951 2.465
H7 -2.657 -5.136 -0.517
H8 -1.122 -4.831 0.323
H9 -1.508 -4.000 -1.207
H10 0.144 -2.766 -0.303
H11 -3.515 -1.130 1.067
H12 -3.641 0.649 2.650
H13 -2.725 1.953 2.190
H14 -0.487 1.841 1.328
O6 0.957 1.012 1.151
N7 -1.992 3.205 -2.989
C12 -0.880 2.904 -2.206
C13 -0.773 1.707 -1.498
N8 0.303 1.384 -0.737
C14 1.288 2.307 -0.729
C15 1.194 3.491 -1.441
N9 0.112 3.813 -2.189
H15 -2.853 3.145 -2.457
H16 -1.845 4.141 -3.362
H17 -1.562 0.964 -1.531
H18 2.162 2.069 -0.135
H19 1.995 4.222 -1.428

natural (NBO) atomic charge list, values in e, 4 entries: 0.9466, -0.6610, 0.3264, -0.3430

=====

(2)
This record from the Open Molecules 2025 dataset describes a single C15H19NO5S2 molecule. The level of theory is ωB97M-V/def2-TZVPD.

Values from the calculation:
- Structure (SMILES): COc1ccc(S(=O)(=O)NCCSCc2ccco2)cc1OC
- Energy relative to the best compared isomer or geometry (same formula, charge and spin): 13.0 kJ/mol
- Max |F|: 0.021 hartree/bohr
- Spin multiplicity: 1
- Total charge: 0
- E_HOMO: -8.5 eV
- LUMO: 0.7 eV

Geometry (Å):
C1 1.340 3.573 5.070
H1 0.300 3.691 5.393
O1 1.623 2.240 4.716
C2 0.931 1.677 3.697
C3 -0.050 2.314 2.950
C4 -0.703 1.643 1.924
C5 -0.358 0.342 1.652
C6 0.618 -0.322 2.376
C7 1.270 0.330 3.409
O2 2.231 -0.215 4.193
C8 2.575 -1.565 3.981
H2 3.332 -1.793 4.730
H3 2.992 -1.722 2.982
H4 1.713 -2.224 4.122
H5 0.836 -1.341 2.102
S1 -1.175 -0.514 0.325
O3 -2.594 -0.520 0.524
O4 -0.519 -1.774 0.099
N1 -0.894 0.540 -0.957
H6 -1.629 0.388 -1.639
C9 0.425 0.392 -1.539
C10 0.581 1.261 -2.788
H7 1.183 2.145 -2.587
H8 -0.392 1.577 -3.161
S2 1.423 0.385 -4.142
C11 -0.014 -0.436 -4.967
C12 -0.893 -1.164 -4.030
C13 -2.129 -0.847 -3.534
C14 -2.487 -1.900 -2.655
C15 -1.443 -2.770 -2.678
O5 -0.479 -2.337 -3.505
H9 -1.266 -3.688 -2.156
H10 -3.383 -1.981 -2.076
H11 -2.722 0.010 -3.790
H12 -0.574 0.338 -5.490
H13 0.452 -1.111 -5.683
H14 1.141 0.688 -0.767
H15 0.624 -0.661 -1.777
H16 -1.470 2.122 1.340
H17 -0.318 3.336 3.162
H18 2.003 3.800 5.903
H19 1.546 4.262 4.245

natural (NBO) atomic charge list, values in e, 4 entries: -0.2526, 0.1783, -0.4761, 0.2769

=====

(3)
This record from the Open Molecules 2025 dataset describes a single C15H19NO6 molecule. The level of theory is ωB97M-V/def2-TZVPD.

Values from the calculation:
- Structure (SMILES): CCCCOC(=O)Nc1cc(C(=O)OC)ccc1C(=O)OC
- Energy relative to the best compared isomer or geometry (same formula, charge and spin): 1451.6 kJ/mol
- Max |F|: 0.386 hartree/bohr
- Spin multiplicity: 1
- Total charge: 0
- E_HOMO: -9.5 eV
- LUMO: -0.5 eV

Geometry (Å):
C1 6.509 -0.218 -2.264
C2 4.982 -0.642 -1.974
C3 3.966 -0.476 -3.138
C4 2.679 -0.861 -2.884
H1 2.048 -0.650 -3.907
H2 2.808 -1.904 -2.535
O1 2.405 -0.018 -1.761
C5 0.977 -0.486 -1.437
O2 0.364 -1.442 -1.816
N1 0.662 0.449 -0.316
C6 -0.530 0.131 0.437
C7 -1.125 1.402 0.673
C8 -2.318 1.688 1.375
C9 -2.963 0.217 1.847
C10 -2.360 -0.873 1.318
C11 -0.962 -0.894 0.843
C12 -0.305 -2.016 0.588
O3 0.873 -2.330 0.903
O4 -1.340 -3.164 0.094
C13 -0.524 -4.435 -0.105
H3 0.073 -4.279 -1.162
H4 0.120 -4.870 0.752
H5 -1.414 -5.165 -0.363
H6 -2.648 -1.925 1.817
H7 -4.059 0.160 2.128
C14 -3.072 2.775 1.950
O5 -3.981 2.970 2.477
O6 -2.411 3.730 1.594
C15 -2.757 5.085 2.012
H8 -2.992 5.182 3.113
H9 -3.942 5.120 1.463
H10 -2.231 5.889 1.493
H11 -0.689 2.447 0.586
H12 1.307 1.326 -0.277
H13 4.532 -0.958 -4.112
H14 4.026 0.434 -3.355
H15 4.617 -0.182 -1.292
H16 5.244 -1.823 -1.586
H17 6.512 0.787 -2.553
H18 7.258 -0.595 -1.478
H19 6.945 -0.656 -3.072

natural (NBO) atomic charge list, values in e, 4 entries: -0.6131, -0.3045, -0.3966, -0.1005

=====

(4)
This record from the Open Molecules 2025 dataset describes a molecular structure, C15H20AgFO15S2. The level of theory is ωB97M-V/def2-TZVPD.

Values from the calculation:
- Energy relative to the best compared isomer or geometry (same formula, charge and spin): 1.1 kJ/mol
- Max |F|: 0.107 hartree/bohr
- Spin multiplicity: 2
- <S²>: 0.759
- Total charge: -3
- E_HOMO: 2.8 eV
- LUMO: 4.3 eV

Geometry (Å):
Ag1 -2.206 1.176 -0.440
C1 -2.109 0.249 -5.204
O1 -2.674 0.938 -4.133
H1 -2.356 -0.811 -5.267
H2 -2.555 0.422 -6.183
H3 -1.085 0.575 -5.392
S1 -5.578 -0.813 0.061
O2 -5.314 0.612 -0.082
O3 -4.220 -1.347 0.267
O4 -6.549 -1.020 1.080
O5 -6.121 -1.153 -1.259
S2 -4.133 5.392 0.038
O6 -5.232 5.485 1.048
O7 -3.119 4.479 0.442
O8 -4.636 5.029 -1.264
O9 -3.793 6.790 0.067
C2 5.096 -2.398 -3.770
C3 3.760 -3.055 -3.715
C4 3.625 -4.134 -2.682
O10 2.465 -3.742 -1.920
C5 2.145 -2.475 -2.217
O11 1.243 -1.818 -1.654
O12 2.783 -2.080 -3.342
H4 5.822 -3.094 -4.192
H5 5.625 -2.176 -2.843
H6 5.063 -1.507 -4.397
H7 3.485 -3.512 -4.666
H8 4.527 -4.092 -2.073
H9 3.502 -5.108 -3.156
C6 -4.772 -2.038 5.500
C7 -3.827 -0.999 6.232
C8 -2.552 -1.547 6.551
O13 -1.780 -1.130 5.489
C9 -2.436 -0.215 4.756
O14 -2.015 0.307 3.739
O15 -3.564 0.022 5.353
H10 -4.960 -2.690 6.352
H11 -4.245 -2.719 4.832
H12 -5.677 -1.566 5.116
H13 -4.252 -0.554 7.132
H14 -2.404 -2.625 6.485
H15 -2.011 -1.183 7.425
F1 2.002 2.283 -0.862
C10 3.380 2.308 -0.749
C11 4.269 1.987 -1.860
C12 5.646 2.234 -1.772
C13 6.117 2.752 -0.589
C14 5.291 2.933 0.528
C15 3.965 2.786 0.418
H16 3.925 1.597 -2.806
H17 6.228 2.129 -2.676
H18 7.181 2.933 -0.554
H19 5.653 3.250 1.495
H20 3.378 2.932 1.313

natural (NBO) atomic charge list, values in e, 4 entries: 0.8882, -0.2397, -0.9244, 0.0922

=====

DFT total energy list, top to bottom, in eV: -43736.481 -49259.440 -29624.865 -74967.520